1.
The following is a DFT calculation (wB97M-V/def2-TZVPD) of an isolated molecule of C6H10O.

The calculation puts the LUMO energy at 0.946 eV. The HOMO energy comes out at -0.371 hartree. The SMILES is C#C[C@](C)(O)CC. Its orbital gap is 0.4058 Ha.

```
! wB97M-V def2-TZVPD RIJCOSX def2/J DEFGRID3
* xyz 0 1
C -1.25 2.29 0.39
C -0.73 1.20 0.33
C -0.40 -0.23 0.13
C -1.54 -0.76 -0.76
O -0.34 -0.93 1.36
C 0.97 -0.45 -0.54
C 2.17 0.02 0.28
H -1.72 3.25 0.41
H -2.49 -0.63 -0.24
H -1.59 -0.18 -1.69
H -1.39 -1.82 -0.99
H -1.10 -0.66 1.90
H 1.05 -1.53 -0.72
H 0.96 0.04 -1.52
H 3.10 -0.20 -0.26
H 2.20 -0.50 1.25
H 2.14 1.10 0.47
*
```

2.
The following is a DFT calculation (wB97M-V/def2-TZVPD) of an isolated molecule of C6H10O.

The calculation puts the LUMO energy at 1.029 eV. The HOMO energy comes out at -0.350 hartree. The SMILES is O[C@@H]1C=CCCC1. Its orbital gap is 0.3873 Ha.

```
! wB97M-V def2-TZVPD RIJCOSX def2/J DEFGRID3
* xyz 0 1
O 2.17 -0.96 0.78
C 1.29 -0.45 -0.22
C 1.07 1.03 -0.03
C -0.12 1.62 -0.09
C -1.39 0.83 -0.29
C -1.23 -0.56 0.31
C -0.02 -1.26 -0.30
H 1.80 -0.74 1.64
H 1.84 -0.59 -1.15
H 1.97 1.61 0.15
H -0.19 2.70 0.01
H -1.62 0.75 -1.36
H -2.24 1.36 0.17
H -1.11 -0.47 1.40
H -2.14 -1.16 0.15
H 0.16 -2.23 0.18
H -0.25 -1.47 -1.36
*
```

3.
The following is a DFT calculation (wB97M-V/def2-TZVPD) of a cluster of 2 separate species, C6H10O in total at a distorted geometry.

The calculation puts the LUMO energy at 1.090 eV. The HOMO energy comes out at -0.332 hartree. Its orbital gap is 0.3717 Ha.

```
! wB97M-V def2-TZVPD RIJCOSX def2/J DEFGRID3
* xyz 0 1
C 3.02 -1.04 0.52
C 0.21 0.87 -0.66
C -0.25 -0.28 -0.26
C 0.46 2.19 0.07
C -0.05 -1.49 -1.11
C -0.91 -0.52 1.20
O 3.91 -0.69 -0.06
H 0.72 0.83 -1.68
H 1.24 2.76 -0.38
H 0.59 1.93 1.15
H -0.42 2.71 0.04
H 0.41 -2.25 -0.54
H 0.44 -1.13 -1.96
H -1.00 -2.06 -1.35
H -2.00 -0.34 1.13
H -0.37 0.27 1.81
H -0.85 -1.54 1.47
*
```

4.
The following is a DFT calculation (wB97M-V/def2-TZVPD) of the ion C6H10O with charge +1 at a distorted geometry.

The calculation puts the LUMO energy (spin up / spin down) at -4.575 / -7.303 eV. The HOMO energy (spin up / spin down) comes out at -0.509 / -0.563 hartree. Its orbital gap (spin up / spin down) is 0.3413 / 0.2948 Ha.

```
! wB97M-V def2-TZVPD RIJCOSX def2/J DEFGRID3
* xyz 1 2
C 2.18 -0.90 -0.83
C 1.05 -0.26 -0.13
C -0.31 -0.38 -0.51
C -1.39 0.20 0.19
C -2.45 0.69 -0.51
O -3.49 1.36 -0.01
C 1.28 0.27 1.26
H 2.45 -1.85 -0.36
H 3.01 -0.19 -0.90
H 1.87 -1.22 -1.83
H -0.38 -0.95 -1.44
H -1.40 0.34 1.27
H -2.45 0.61 -1.60
H -3.98 0.82 0.61
H 0.66 -0.15 2.04
H 2.33 0.26 1.56
H 1.03 1.34 1.19
*
```